# 1
{"formula": "C4H7ClNO", "method": "ωB97M-V/def2-TZVPD", "homo_lumo_gap_ev": [8.4, 8.4], "homo_ha": [-0.4909, -0.4926], "total_energy_ev": -20310.1121, "de_lowest_kj_mol": 334.2, "max_force_ev_per_a": 5.447, "total_charge": 1, "elements": ["C", "C", "C", "C", "N", "O", "Cl", "H", "H", "H", "H", "H", "H", "H"], "positions_angstrom": [[-1.85504, -1.10864, -0.45285], [1.15805, 0.26787, -0.73244], [0.38955, 1.24597, 0.11207], [0.54197, -0.83241, 0.20463], [0.05866, 0.19864, 1.14332], [-2.47003, -0.40977, 0.26414], [-2.16934, -2.08980, -1.72315], [0.79862, 0.11860, -1.87756], [2.17400, 0.17908, -0.66971], [1.03858, 2.06867, 0.52944], [-0.36134, 1.68003, -0.55184], [0.98979, -1.63904, 0.63266], [0.68571, 0.20063, 1.96888], [-0.97918, 0.12016, 1.15240]], "atomic_forces_ev_per_a": [[2.811, 0.681, 1.433], [-3.563, -3.332, -2.424], [2.518, 2.379, -0.347], [-3.428, 2.505, -2.872], [-0.090, 0.195, -1.094], [0.232, -0.274, -0.293], [-0.311, -0.430, -0.587], [1.049, 0.636, 2.718], [2.786, 0.476, 0.016], [-1.000, -0.782, -0.260], [-0.826, -0.191, 1.223], [1.153, -2.416, 0.855], [-1.382, 0.490, 0.029], [0.050, 0.064, 1.601]], "nbo_charge": [0.46, -0.45, -0.24, -0.04, -0.58, -0.48, 0.21, 0.25, 0.24, 0.25, 0.26, 0.20, 0.46, 0.47]}

# 2
{"formula": "C6H10N2", "method": "ωB97M-V/def2-TZVPD", "multiplicity": 2, "homo_lumo_gap_ev": [2.5, 8.2], "homo_ha": [0.0452, -0.1674], "total_energy_ev": -9362.4273, "de_lowest_kj_mol": 81.9, "max_force_ev_per_a": 2.588, "total_charge": -1, "elements": ["C", "C", "C", "C", "N", "C", "C", "N", "H", "H", "H", "H", "H", "H", "H", "H", "H", "H"], "positions_angstrom": [[0.93800, -0.68558, 1.68978], [0.08663, -1.28316, 0.55328], [-0.16633, -0.25196, -0.46850], [0.55129, -0.08966, -1.63515], [-0.03147, 0.92677, -2.40119], [-1.10400, 1.40151, -1.72176], [-1.30270, 0.62062, -0.62475], [0.31143, 0.42064, 2.41057], [1.23398, -1.52445, 2.33819], [1.94631, -0.37163, 1.37398], [-0.77926, -1.77767, 1.00471], [0.70120, -2.07379, 0.05440], [1.51242, -0.38304, -2.00593], [0.30881, 1.31727, -3.27646], [-1.66366, 2.19004, -2.22185], [-2.00544, 0.57091, 0.20139], [-0.14971, 1.01368, 1.72773], [-0.38749, -0.02048, 3.00154]], "atomic_forces_ev_per_a": [[1.017, -0.624, 0.021], [1.692, -0.330, 0.147], [-0.908, 0.098, -2.421], [-0.066, 1.761, -1.161], [0.256, -0.917, 2.024], [-0.726, 0.181, -1.411], [0.851, -0.567, 2.039], [0.153, -0.842, 0.400], [-0.549, 0.292, 0.562], [-0.524, 0.187, -0.637], [-0.179, 0.270, -0.238], [-0.448, 0.339, 0.475], [0.252, -0.786, 0.260], [0.242, -0.080, -0.037], [-0.149, -0.246, 0.515], [-0.548, 0.717, -0.565], [-0.096, 0.040, 0.085], [-0.269, 0.507, -0.059]], "nbo_charge": [-0.22, -0.46, -0.16, -0.33, -0.63, -0.28, -0.37, -0.85, 0.17, 0.18, 0.20, 0.21, 0.19, 0.27, 0.19, 0.20, 0.37, 0.34]}

# 3
{"formula": "C25H30Br2Cl63N2", "method": "ωB97M-V/def2-TZVPD", "homo_lumo_gap_ev": 8.9, "homo_ha": -0.4216, "total_energy_ev": -958378.4987, "max_force_ev_per_a": 5.599, "total_charge": 1, "elements": ["C", "C", "Br", "C", "Br", "N", "C", "N", "H", "H", "H", "H", "H", "H", "H", "H", "H", "C", "Cl", "Cl", "Cl", "H", "C", "Cl", "Cl", "Cl", "H", "C", "Cl", "Cl", "Cl", "H", "C", "Cl", "Cl", "Cl", "H", "C", "Cl", "Cl", "Cl", "H", "C", "Cl", "Cl", "Cl", "H", "C", "Cl", "Cl", "Cl", "H", "C", "Cl", "Cl", "Cl", "H", "C", "Cl", "Cl", "Cl", "H", "C", "Cl", "Cl", "Cl", "H", "C", "Cl", "Cl", "Cl", "H", "C", "Cl", "Cl", "Cl", "H", "C", "Cl", "Cl", "Cl", "H", "C", "Cl", "Cl", "Cl", "H", "C", "Cl", "Cl", "Cl", "H", "C", "Cl", "Cl", "Cl", "H", "C", "Cl", "Cl", "Cl", "H", "C", "Cl", "Cl", "Cl", "H", "C", "Cl", "Cl", "Cl", "H", "C", "Cl", "Cl", "Cl", "H", "C", "Cl", "Cl", "Cl", "H"], "positions_angstrom": [[0.65493, -1.49607, -5.86028], [0.01692, -0.53517, -6.80151], [-1.28721, -1.28520, -7.90666], [0.32520, 0.75680, -6.86703], [-0.45251, 1.99657, -8.01881], [1.37938, 1.30067, -6.00397], [0.91885, 1.72743, -4.58916], [-0.51454, 1.76113, -4.51240], [1.41169, -1.04776, -5.22436], [1.06588, -2.35775, -6.38338], [-0.11665, -1.86323, -5.18720], [2.16857, 0.65374, -5.93028], [1.74175, 2.12872, -6.48470], [1.33427, 0.99294, -3.90331], [1.36841, 2.68230, -4.33219], [-0.79317, 2.59986, -4.01311], [-0.83643, 1.00074, -3.91948], [-0.19905, -0.95474, -0.09244], [0.90997, -0.69805, -1.45865], [-0.80463, 0.59835, 0.47389], [-1.55622, -2.00831, -0.49064], [0.37296, -1.41626, 0.70334], [-2.28672, 3.20229, -11.25415], [-0.86270, 2.43905, -11.96027], [-1.81011, 4.40899, -10.04681], [-3.30036, 3.92673, -12.49115], [-2.86188, 2.43718, -10.74925], [-6.07149, -0.26708, -2.24344], [-6.52236, 1.22003, -1.41762], [-4.51974, -0.84668, -1.61336], [-7.30099, -1.51895, -2.08962], [-5.95048, -0.04832, -3.29643], [2.31294, 1.53325, 2.90010], [2.27531, 3.21161, 2.37523], [0.86652, 1.16423, 3.83493], [2.40800, 0.44446, 1.52030], [3.19781, 1.37000, 3.50681], [4.48065, 0.20598, -3.34883], [4.79626, -1.50293, -3.08848], [2.97857, 0.43021, -4.28561], [4.39026, 1.07579, -1.82548], [5.28844, 0.61875, -3.93852], [-0.11556, 6.22848, -4.69061], [-0.47727, 5.01360, -5.92363], [-0.10119, 5.54601, -3.05370], [1.41901, 7.00541, -5.04927], [-0.89192, 6.98206, -4.71471], [1.90423, -4.15743, -4.56681], [1.62346, -2.95455, -3.30252], [0.39918, -4.97255, -4.98864], [2.62968, -3.40009, -5.98577], [2.59611, -4.89739, -4.18551], [0.81747, 6.50513, 0.60726], [-0.37552, 7.70177, 1.09847], [2.17732, 6.46868, 1.73217], [0.08042, 4.90543, 0.46856], [1.19714, 6.78600, -0.36638], [5.51502, -3.36025, 0.36066], [4.51061, -2.03804, 0.97235], [6.98391, -3.53157, 1.31915], [4.60919, -4.86927, 0.31405], [5.80125, -3.10939, -0.64383], [-4.64295, 3.06002, 1.89666], [-3.62526, 1.88154, 1.06124], [-3.70343, 4.47269, 2.36886], [-6.01639, 3.51886, 0.88913], [-5.02777, 2.59278, 2.79483], [-2.00273, 3.19839, 5.74888], [-2.14970, 1.52290, 5.18172], [-1.94186, 3.24868, 7.50595], [-0.58932, 3.97704, 5.04408], [-2.88381, 3.73525, 5.42290], [4.94283, -1.98377, 4.67339], [3.83607, -0.60205, 4.58896], [6.34917, -1.59882, 5.66018], [4.10842, -3.40841, 5.28045], [5.28115, -2.19170, 3.66567], [-10.12050, -2.04315, 0.43594], [-10.11430, -3.80700, 0.56532], [-11.74073, -1.45786, 0.06123], [-9.50495, -1.27886, 1.89729], [-9.46916, -1.77119, -0.38264], [-10.20263, 2.52789, 3.15493], [-10.48828, 3.86796, 4.26088], [-8.66701, 2.72983, 2.30197], [-10.19996, 0.98853, 4.00755], [-11.00070, 2.51461, 2.42442], [-4.57521, 0.70282, 6.21789], [-5.19061, 1.73205, 7.50377], [-4.60257, -0.99542, 6.69445], [-5.50092, 0.94182, 4.72641], [-3.54825, 0.98113, 6.02506], [-9.39294, -4.88830, 4.11433], [-9.88676, -3.48036, 5.05003], [-7.76299, -5.39961, 4.55936], [-10.54172, -6.21113, 4.30730], [-9.38093, -4.60394, 3.07130], [6.98617, 2.46574, 2.33188], [6.02887, 3.93135, 2.13152], [8.40662, 2.76922, 3.32553], [6.01043, 1.16031, 3.02155], [7.32105, 2.14871, 1.35315], [8.12666, -6.22983, 4.16238], [9.26258, -5.83126, 2.87049], [7.37165, -4.76879, 4.79468], [6.91225, -7.37381, 3.59097], [8.67961, -6.69602, 4.96674], [8.84124, -5.27502, -1.79495], [7.72469, -3.90805, -2.00493], [10.12330, -4.83996, -0.67623], [7.97057, -6.69758, -1.23432], [9.27736, -5.49823, -2.75929], [13.48305, -2.99071, 1.08147], [13.45661, -1.31698, 0.52973], [11.98837, -3.39492, 1.92967], [13.75743, -4.09315, -0.26702], [14.30292, -3.10274, 1.77813], [-9.04308, 0.58116, 9.09443], [-7.60706, -0.30375, 8.58779], [-8.62816, 2.24101, 9.53242], [-10.25847, 0.56007, 7.81864], [-9.45678, 0.09669, 9.96856]], "atomic_forces_ev_per_a": [[-1.299, 0.710, -0.162], [0.330, 0.237, 0.182], [-0.076, 0.040, -0.061], [-0.295, -0.502, -0.339], [0.107, 0.224, 0.052], [-0.983, 1.012, -1.083], [-2.313, 0.248, 0.868], [0.268, 0.261, 0.536], [-0.033, -0.188, -0.254], [-0.932, 0.946, -0.076], [-0.172, -0.114, 0.077], [-0.407, 0.050, -0.722], [0.010, -0.001, 0.053], [-1.714, 0.739, -0.286], [0.102, 0.103, -0.380], [-0.155, 0.178, -0.401], [-0.044, -0.086, -0.276], [-0.330, 0.261, 0.245], [-0.086, 0.092, 0.055], [0.036, -0.069, -0.067], [0.335, -0.054, -0.159], [0.033, 0.005, -0.027], [-0.010, 0.006, -0.081], [0.001, -0.016, 0.023], [-0.008, -0.007, 0.042], [0.008, -0.001, 0.015], [0.000, 0.006, 0.019], [0.154, 0.086, 0.119], [-0.104, -0.160, -0.087], [-0.030, 0.012, -0.125], [-0.051, -0.009, -0.019], [0.012, -0.030, 0.011], [-0.258, 0.175, 0.108], [0.160, -0.095, 0.046], [0.177, -0.145, 0.076], [0.345, -0.087, -0.304], [-0.155, 0.213, -0.126], [0.674, -0.341, 0.220], [0.048, 0.055, -0.058], [4.917, -1.669, 2.095], [-0.164, -0.031, -0.175], [0.008, 0.024, -0.027], [0.115, 0.173, 0.056], [-0.059, -0.115, 0.184], [-0.045, -0.173, -0.175], [0.065, 0.049, 0.028], [-0.039, -0.037, -0.058], [-0.240, -0.065, 0.171], [0.079, -0.485, 0.097], [0.072, 0.004, -0.018], [2.169, -1.630, 0.045], [0.034, 0.030, -0.040], [-0.025, 0.021, 0.050], [0.004, -0.008, -0.014], [-0.003, 0.053, -0.030], [-0.107, 0.045, -0.124], [0.003, -0.005, -0.010], [0.002, -0.047, 0.362], [-0.021, 0.037, 0.013], [-0.166, 0.029, 0.040], [-0.007, 0.000, -0.024], [0.022, 0.050, -0.169], [-0.047, -0.102, -0.076], [-0.132, 0.080, 0.097], [0.061, 0.036, 0.058], [0.211, 0.230, -0.016], [0.032, 0.025, -0.025], [0.170, 0.279, 0.187], [2.700, 0.898, -1.527], [0.051, -0.012, -0.056], [-0.149, 0.076, -0.001], [-0.059, -0.033, -0.061], [0.059, -0.087, 0.007], [0.014, -0.420, 0.295], [-0.025, 0.042, -0.002], [-0.045, 0.046, -0.022], [0.012, -0.001, -0.002], [-0.007, 0.055, 0.033], [0.026, -0.008, -0.006], [-0.010, 0.006, -0.013], [0.037, -0.229, -0.218], [0.006, 0.004, -0.012], [0.130, -0.071, 0.055], [-0.013, 0.006, -0.010], [-0.179, 0.046, 0.019], [-0.144, 0.111, 0.298], [0.012, -0.007, -0.016], [-1.193, -0.469, 0.718], [0.010, 0.205, -0.030], [-0.015, -0.092, -0.015], [-0.047, -0.033, -0.023], [-1.540, -0.550, 0.738], [0.013, 0.013, 0.022], [-0.011, 0.038, 0.044], [0.008, 0.003, -0.009], [-0.005, 0.001, -0.017], [0.008, 0.010, -0.012], [0.083, -0.045, 0.037], [-0.048, -0.005, -0.023], [-0.007, -0.007, -0.016], [0.038, 0.139, -0.100], [0.004, -0.008, 0.001], [-0.041, 0.035, -0.073], [0.062, -0.028, -0.021], [0.050, -0.027, 0.061], [0.002, 0.014, 0.007], [0.008, -0.016, -0.008], [-0.033, -0.070, 0.245], [0.146, -0.006, -0.387], [0.032, 0.021, -0.059], [-0.026, 0.003, -0.022], [-0.010, 0.045, -0.018], [-0.020, 0.011, -0.038], [0.005, 0.004, 0.007], [-0.006, -0.012, 0.039], [0.008, -0.008, 0.012], [0.001, 0.001, 0.007], [0.070, 0.024, -0.104], [-0.130, -0.173, 0.099], [-0.008, 0.009, 0.031], [-0.077, 0.006, -0.004], [-0.002, -0.003, 0.001]], "mulliken_charge": [-0.97, 0.17, -0.11, -0.09, -0.08, -0.01, -0.02, -0.39, 0.07, 0.42, 0.50, 0.35, 0.40, -0.12, 0.50, 0.24, 0.23, -0.44, 0.16, 0.08, -0.11, 0.33, 0.03, -0.11, -0.12, -0.11, 0.29, -0.10, -0.04, -0.05, -0.14, 0.32, -0.44, 0.05, 0.04, 0.32, 0.15, -0.42, -0.05, -0.17, -0.01, 0.46, -0.16, -0.04, -0.06, -0.12, 0.38, -0.16, 0.03, -0.09, -0.13, 0.40, 0.03, -0.12, -0.12, -0.04, 0.23, 0.57, 0.01, -0.02, -0.14, -0.44, 0.75, -0.02, -0.11, -0.17, -0.43, 0.13, -0.06, -0.10, -0.07, 0.23, 0.56, -0.14, -0.10, -0.11, -0.29, 0.50, -0.15, -0.13, -0.02, -0.17, -0.09, -0.13, -0.01, -0.08, 0.31, 0.84, -0.13, -0.13, -0.10, -0.65, 0.55, -0.09, -0.13, -0.13, -0.19, -0.10, -0.09, -0.12, 0.04, 0.27, -0.17, -0.05, -0.03, -0.13, 0.38, -0.18, -0.07, 0.00, -0.10, 0.37, 0.00, -0.12, -0.08, -0.12, 0.32, -0.02, -0.07, -0.13, -0.11, 0.34]}

# 4
{"formula": "C3H4N2", "method": "ωB97M-V/def2-TZVPD", "homo_lumo_gap_ev": 9.8, "homo_ha": -0.3627, "total_energy_ev": -6151.2125, "de_lowest_kj_mol": 452.4, "max_force_ev_per_a": 3.034, "elements": ["N", "C", "C", "C", "N", "H", "H", "H", "H"], "positions_angstrom": [[2.11893, 0.72209, -0.54975], [1.76420, -0.34461, -0.16315], [0.34990, 0.23535, -0.06865], [-0.97098, -0.35505, -0.28159], [-0.55226, 0.17515, 1.04297], [0.45880, 1.26571, -0.46636], [-1.66270, 0.29461, -0.81450], [-1.14331, -1.41895, -0.40222], [-0.36259, -0.57431, 1.70325]], "atomic_forces_ev_per_a": [[2.488, -1.734, 0.109], [0.053, 0.904, -0.299], [-0.739, 1.733, -0.486], [-0.233, -0.215, -0.126], [-0.284, -0.062, 0.381], [-1.658, -0.327, 0.483], [-0.057, -0.286, 0.157], [0.275, 0.073, 0.084], [0.155, -0.087, -0.302]], "nbo_charge": [-0.18, 0.12, -0.13, -0.24, -0.56, 0.22, 0.20, 0.21, 0.36]}